# 1
ORCA calculation (ωB97M-V with the def2-TZVPD basis set) on C14H23Br3O10 as an isolated structure in a non-equilibrium geometry.

```
50
Properties=species:S:1:pos:R:3:forces:R:3
C 11.724 10.059 10.624 -0.44 0.06 -0.53
Br 9.791 10.079 10.232 0.57 0.42 -0.03
Br 12.702 9.115 9.220 -0.30 0.58 0.62
Br 11.996 9.219 12.339 0.14 0.27 -0.08
H 11.996 11.130 10.648 0.15 -0.81 0.06
C 9.816 11.938 5.889 0.27 1.57 -0.58
C 8.408 12.139 6.346 -1.09 1.07 0.62
C 7.360 11.521 5.447 0.33 -1.80 -1.38
O 6.476 10.737 6.291 0.25 1.23 -1.80
C 6.981 10.772 7.493 0.60 -0.47 0.35
O 6.503 10.158 8.385 -0.50 -0.62 1.73
O 8.099 11.478 7.581 0.76 0.02 0.67
H 10.586 12.583 6.325 -0.38 -0.38 0.70
H 9.923 12.223 4.848 -0.48 0.04 -0.49
H 10.063 10.920 5.915 0.61 -1.50 0.36
H 8.148 13.182 6.564 0.35 0.06 -0.35
H 7.865 10.805 4.771 -0.32 0.21 0.22
H 6.767 12.170 4.835 -0.28 0.61 -0.07
C 6.467 8.519 12.489 -0.98 -0.28 -0.61
C 5.256 8.066 11.701 -0.74 -0.91 -0.04
C 5.333 8.004 10.141 0.74 0.96 0.96
O 5.176 6.663 9.805 -0.21 -1.18 -0.41
C 5.136 5.910 10.904 -0.28 0.45 1.24
O 5.175 4.737 10.964 0.03 -1.70 -0.67
O 5.029 6.649 12.026 0.24 1.30 -0.39
H 6.246 8.397 13.532 -0.10 0.08 0.58
H 6.665 9.554 12.274 0.42 0.43 -0.10
H 7.276 7.857 12.259 0.81 -0.09 -0.26
H 4.350 8.592 12.031 0.27 -0.03 -0.16
H 6.302 8.281 9.747 0.10 0.58 0.20
H 4.566 8.585 9.668 -0.30 0.36 -0.25
C 9.160 6.624 9.706 -1.30 -1.22 -0.29
C 9.249 6.601 8.155 0.18 -0.91 0.96
C 8.095 7.351 7.459 2.27 1.43 0.80
O 8.831 8.338 6.653 -0.67 -0.37 -0.05
C 10.145 8.194 6.824 2.35 1.00 -0.05
O 11.018 8.856 6.287 -1.81 -0.93 0.45
O 10.444 7.255 7.743 -0.42 0.53 -0.72
H 9.092 7.664 10.105 0.69 -1.08 -0.32
H 9.836 5.883 10.233 -0.32 1.40 -0.70
H 8.152 6.201 9.902 0.29 0.09 0.04
H 9.339 5.586 7.716 -0.26 0.29 0.71
H 7.488 7.899 8.162 -0.26 0.13 0.01
H 7.535 6.741 6.823 -0.94 -0.83 -0.99
C 13.172 14.008 12.126 -1.43 -0.37 -0.27
O 12.073 13.173 11.585 1.03 0.35 0.90
H 12.700 14.895 12.613 0.59 -0.64 -0.09
H 13.735 13.369 12.843 0.02 0.85 -0.56
H 13.746 14.362 11.260 0.09 -0.32 0.45
H 11.838 12.633 12.354 -0.33 0.06 -0.37
```
Forces are in eV/Å.

The spin multiplicity is 1. Its LUMO energy is 0.14 eV. The HOMO energy comes out at -10.04 eV. As for the gap between HOMO and LUMO: 0.3743 hartree.

Atomic partial charges in e from the natural (NBO) method, atoms 1 to 2:
1. C -0.49
2. Br 0.06



# 2
ORCA calculation (ωB97M-V with the def2-TZVPD basis set) on C26H20N8OOsS2 as an isolated structure.

```
58
Properties=species:S:1:pos:R:3:forces:R:3
Os -1.953 2.186 0.211 -0.16 -0.07 -0.31
S -4.122 2.344 -0.241 -0.05 -0.02 0.18
C -4.680 3.794 0.588 0.02 0.00 -0.02
C -6.016 4.173 0.527 0.00 0.00 -0.01
C -6.429 5.317 1.192 0.00 0.00 -0.01
C -5.518 6.081 1.912 0.01 0.00 0.01
C -4.185 5.708 1.972 -0.02 0.03 0.01
C -3.767 4.560 1.308 0.04 -0.02 -0.01
S -2.077 4.071 1.361 0.02 0.15 0.11
H -6.722 3.579 -0.038 0.00 -0.01 0.00
H -7.467 5.616 1.147 0.00 0.00 0.00
H -5.849 6.972 2.427 0.01 0.00 0.00
H -3.472 6.301 2.530 0.01 0.00 0.00
C 3.649 2.163 1.177 0.00 0.06 -0.03
N 2.337 2.337 0.573 -0.06 -0.05 0.01
C 1.140 2.013 1.058 0.03 0.12 0.14
N 0.216 2.295 0.153 0.11 -0.01 0.02
C 0.933 2.805 -0.894 0.05 -0.02 -0.03
N 2.220 2.838 -0.672 -0.05 -0.03 -0.01
C 4.399 0.989 0.588 0.06 0.03 0.00
C 5.764 1.102 0.290 0.00 -0.05 0.06
C 6.502 0.019 -0.183 -0.02 0.06 0.03
C 5.887 -1.196 -0.385 -0.07 -0.02 0.02
C 4.503 -1.306 -0.133 0.08 0.08 0.01
C 3.769 -0.210 0.361 0.03 -0.03 -0.10
C 3.857 -2.538 -0.364 -0.11 -0.06 0.03
N 4.416 -3.742 -0.568 -0.02 0.03 -0.05
N 3.445 -4.620 -0.655 -0.02 0.01 0.08
C 2.286 -3.953 -0.531 0.02 0.08 -0.03
O 2.509 -2.635 -0.346 0.12 -0.10 -0.04
C 0.972 -4.471 -0.586 -0.04 -0.05 0.01
C 0.786 -5.855 -0.415 0.01 0.05 -0.03
C -0.501 -6.352 -0.386 -0.04 0.02 -0.01
C -1.577 -5.492 -0.559 0.03 0.00 -0.05
C -1.398 -4.116 -0.788 -0.01 -0.04 -0.05
C -2.622 -3.283 -1.091 -0.03 0.02 0.01
N -2.372 -1.852 -1.173 0.03 0.03 -0.04
C -2.104 -0.960 -0.220 -0.06 -0.06 0.00
N -1.974 0.238 -0.772 -0.02 -0.07 -0.02
C -2.186 0.009 -2.104 0.05 0.01 -0.03
N -2.420 -1.245 -2.378 0.06 0.02 0.02
C -0.124 -3.605 -0.788 0.02 -0.04 0.09
H 3.492 2.035 2.249 0.05 -0.03 0.01
H 4.205 3.086 1.028 -0.02 0.01 0.00
H 0.969 1.624 2.049 0.01 -0.01 0.00
H 0.485 3.161 -1.807 0.01 0.00 -0.01
H 6.261 2.052 0.443 0.00 0.00 -0.01
H 7.556 0.136 -0.393 0.00 0.01 0.00
H 6.436 -2.053 -0.751 -0.01 -0.01 0.00
H 2.712 -0.329 0.567 -0.01 -0.01 -0.01
H 1.643 -6.501 -0.284 0.01 0.01 0.00
H -0.672 -7.408 -0.230 -0.01 0.00 0.00
H -2.582 -5.897 -0.540 0.00 0.00 0.00
H -3.413 -3.472 -0.365 0.03 0.02 0.04
H -3.008 -3.547 -2.076 -0.04 -0.05 0.03
H -2.029 -1.193 0.830 -0.02 0.00 0.00
H -2.167 0.782 -2.853 -0.02 0.00 0.00
H 0.055 -2.554 -0.970 0.01 0.00 0.00
```
Forces are in eV/Å.

As for the total charge: +2. Its energy above the lowest of the compared OMol25 structures with the same formula, charge and spin is 0.0 kcal per mole. The spin multiplicity is 5. The expectation value of S² is 6.055. Its LUMO energy (alpha / beta) is -6.59 / -9.59 eV. The HOMO energy (alpha / beta) comes out at -12.53 / -13.12 eV. As for the gap between HOMO and LUMO (alpha / beta): 0.2184 / 0.1300 hartree.

Atomic partial charges in e from the natural (NBO) method, atoms 1 to 2:
1. Os 0.72
2. S 0.08